No. 1
Formula: C27H32IrN4O4P
Source: the OMol25 dataset
Level of theory: the ωB97M-V functional and the def2-TZVPD basis

Structure (ORCA input):
```
! wB97M-V def2-TZVPD RIJCOSX def2/J DEFGRID3
* xyz 2 1
Ir 0.52993 -0.80152 0.12562
C 2.64912 -1.79706 3.71126
C 2.18467 -1.34451 2.37713
N 0.94606 -1.27841 2.02522
N -0.11422 -1.61007 2.82572
C -1.22411 -1.59543 2.12255
O -1.27463 -1.29835 0.82823
C -2.49636 -1.93751 2.76529
C -3.67638 -1.91961 2.02006
C -4.87720 -2.25121 2.62197
C -4.90393 -2.59976 3.96618
C -3.73163 -2.61619 4.71148
C -2.52755 -2.28703 4.11648
C 3.13525 -0.92131 1.30443
C 4.49512 -0.87198 1.51393
C 5.33432 -0.47385 0.47406
C 4.78158 -0.14013 -0.74340
C 3.40368 -0.21844 -0.90320
N 2.59896 -0.59845 0.08662
H 1.79656 -2.05032 4.33370
H 3.22790 -1.00703 4.19418
H 3.29660 -2.67082 3.61499
H -3.64682 -1.64560 0.97504
H -5.79307 -2.24055 2.04720
H -5.84316 -2.86088 4.43534
H -3.75856 -2.88968 5.75721
H -1.61151 -2.30244 4.68944
H 4.90272 -1.14318 2.47685
H 6.40412 -0.43205 0.62741
H 5.39383 0.17332 -1.57664
H 2.92521 0.00563 -1.84496
N 0.36641 1.08698 0.44975
C 0.21557 2.17858 0.76593
C 0.03081 3.54590 1.11644
C -1.23841 3.97133 1.52117
C -1.41471 5.29982 1.85941
C -0.34205 6.18128 1.79360
C 0.91634 5.74950 1.38884
C 1.11488 4.42589 1.04613
H -2.06105 3.27068 1.57452
H -2.38661 5.64908 2.17849
H -0.48793 7.21876 2.06305
H 1.74098 6.44691 1.34381
H 2.08814 4.07471 0.73065
C -0.07000 2.33266 -2.85201
C -1.29128 1.54100 -2.45068
O -1.15427 0.12157 -2.73591
P -0.06789 -0.83469 -2.10741
O -0.67533 -2.26186 -2.35889
C -2.07980 -2.61044 -2.09709
C -2.77960 -2.84878 -3.40843
O 1.21889 -0.82714 -3.01055
C 1.15220 -1.15071 -4.44868
C 2.21708 -0.36197 -5.16113
H -0.27225 3.39693 -2.72533
H 0.17717 2.15961 -3.89891
H 0.80003 2.07926 -2.24134
H -2.16477 1.84107 -3.02310
H -1.52818 1.64643 -1.39234
H -2.54032 -1.80609 -1.52388
H -2.03986 -3.50352 -1.47813
H -2.80616 -1.94000 -4.00897
H -3.80628 -3.16240 -3.21713
H -2.28371 -3.63645 -3.97386
H 0.15232 -0.91179 -4.81018
H 1.30830 -2.22415 -4.52790
H 2.01408 0.70809 -5.12918
H 2.25310 -0.66966 -6.20599
H 3.19767 -0.55194 -4.72419
*
```

Computed properties:
LUMO level in eV: -7.530
Energy relative to the best compared isomer or geometry (same formula, charge and spin) in kcal per mole: 7.8
F_max in eV Å⁻¹: 0.3

Atom charges from the Löwdin analysis, given in e for atoms 1 to 6: atom 1 (Ir): 1.3695, atom 2 (C): 0.0126, atom 3 (C): -0.2137, atom 4 (N): -0.1365, atom 5 (N): 0.1132, atom 6 (C): -0.3754

---

No. 2
Formula: C5H10N
Source: the OMol25 dataset
Level of theory: the ωB97M-V functional and the def2-TZVPD basis

Structure (ORCA input):
```
! wB97M-V def2-TZVPD RIJCOSX def2/J DEFGRID3
* xyz 1 1
C 1.43975 -0.95279 -2.72168
C 0.42917 -0.15719 -3.05868
C -0.32183 -0.32417 1.87516
C -0.52292 -0.36642 3.20508
C -0.44767 0.93231 -0.29269
N -0.56270 0.77780 1.09702
H 1.82063 -0.87067 -1.70268
H 1.84139 -1.80968 -3.24198
H 0.11282 -1.14558 1.31885
H 0.19479 0.13964 -4.07315
H -0.16731 0.24113 -2.22897
H -0.34702 -1.33032 3.66789
H -0.61276 0.55599 3.76694
H -1.47880 1.14211 -0.57154
H 0.25954 1.75800 -0.42698
H -1.20159 1.46777 1.48439
*
```

Computed properties:
LUMO level in eV: -8.217
Energy relative to the best compared isomer or geometry (same formula, charge and spin) in kcal per mole: 158.1
F_max in eV Å⁻¹: 4.4

Atom charges from the Löwdin analysis, given in e for atoms 1 to 6: atom 1 (C): -0.0439, atom 2 (C): -0.0499, atom 3 (C): -0.1422, atom 4 (C): 0.1420, atom 5 (C): 0.1556, atom 6 (N): 0.0206

---

No. 3
Formula: CH2O2S2
Source: the OMol25 dataset
Level of theory: the ωB97M-V functional and the def2-TZVPD basis

Structure (ORCA input):
```
! wB97M-V def2-TZVPD RIJCOSX def2/J DEFGRID3
* xyz 0 1
C 0.66261 0.12835 -0.22336
O -0.57160 -1.96041 0.49407
O -1.27392 1.86938 -0.50287
S -0.71275 -0.93627 -0.54155
S -0.79042 0.93980 0.51863
H 1.21451 -0.55352 1.12536
H 1.47158 0.51268 -0.87028
*
```

Computed properties:
LUMO level in eV: -0.485
Energy relative to the best compared isomer or geometry (same formula, charge and spin) in kcal per mole: 88.0
F_max in eV Å⁻¹: 5.0

Atom charges from the Löwdin analysis, given in e for atoms 1 to 6: atom 1 (C): -0.5709, atom 2 (O): -0.6065, atom 3 (O): -0.5973, atom 4 (S): 0.7361, atom 5 (S): 0.7460, atom 6 (H): 0.2396

---

No. 4
Formula: C40H51BeNO2Si
Source: the OMol25 dataset
Level of theory: the ωB97M-V functional and the def2-TZVPD basis

Structure (ORCA input):
```
! wB97M-V def2-TZVPD RIJCOSX def2/J DEFGRID3
* xyz 0 1
Be 0.00049 0.35120 -0.12031
C -4.96280 5.38975 1.65692
C -3.48864 5.34735 1.25100
C -2.65647 5.97564 2.37925
C -3.31993 6.18986 -0.02563
C -3.00099 3.92608 0.97346
C -1.68555 3.72490 0.60759
C -1.24246 2.42756 0.33950
N 0.00098 1.97267 0.07763
C 1.23512 2.47103 -0.14790
C 1.68458 3.79225 -0.23627
C 3.03288 4.03900 -0.39535
C 3.91038 2.93867 -0.37714
C 3.51095 1.60968 -0.30307
C 2.12879 1.35995 -0.31845
O 1.54880 0.16988 -0.43257
C 4.51274 0.46677 -0.13787
C 5.95555 0.96506 -0.04878
C 4.41550 -0.52341 -1.30929
C 4.17310 -0.25608 1.17966
C 3.50948 5.46933 -0.63320
C 5.03327 5.59495 -0.57453
C 2.91382 6.43386 0.40441
C 3.03268 5.89074 -2.03537
C -2.12350 1.29757 0.37419
O -1.57667 0.13995 -0.01459
C -3.43829 1.49131 0.82778
C -3.83452 2.80160 1.07938
C -4.40041 0.32200 1.02047
C -4.69782 -0.30810 -0.34608
C -5.72414 0.74687 1.65920
C -3.75221 -0.71886 1.94968
H -5.25802 6.42275 1.84554
H -5.14222 4.81416 2.56689
H -5.59949 5.00031 0.86001
H -2.99482 6.99574 2.57416
H -1.59955 6.02451 2.11528
H -2.75154 5.39757 3.30004
H -3.65985 7.21326 0.14878
H -3.90359 5.76177 -0.84239
H -2.27565 6.23017 -0.33628
H -0.98508 4.54408 0.55141
H 0.97192 4.60202 -0.18925
H 4.97037 3.14228 -0.43594
H 6.26592 1.45505 -0.97419
H 6.61478 0.11105 0.11274
H 6.09113 1.65759 0.78471
H 4.70832 -0.03590 -2.24217
H 3.40088 -0.89957 -1.41522
H 5.08141 -1.37306 -1.14083
H 4.24102 0.43795 2.02034
H 4.86687 -1.08203 1.35146
H 3.16182 -0.65942 1.14466
H 5.41370 5.29716 0.40487
H 5.31840 6.63351 -0.74654
H 5.51734 4.98711 -1.34091
H 3.12956 6.09975 1.42044
H 1.83324 6.53229 0.29224
H 3.34482 7.42745 0.26835
H 3.47273 5.24493 -2.79725
H 3.31455 6.92513 -2.24699
H 1.94731 5.81267 -2.10686
H -4.85996 2.96390 1.37797
H -5.23553 0.39889 -0.98258
H -5.31453 -1.20265 -0.22908
H -3.77272 -0.59440 -0.83810
H -6.29694 1.41163 1.00888
H -5.56329 1.24403 2.61836
H -6.32983 -0.14254 1.83866
H -2.81125 -1.07584 1.53816
H -4.41709 -1.57593 2.07721
H -3.56140 -0.27825 2.93138
C 3.19059 -3.91776 -2.66229
C 3.18723 -4.43592 -1.37595
C 2.27149 -3.97653 -0.44104
C 1.33776 -2.99353 -0.77599
C 1.36143 -2.47614 -2.07419
C 2.27626 -2.93234 -3.00787
Si 0.00077 -2.46156 0.43389
C -1.63160 -3.17420 -0.16810
C -2.11500 -2.86010 -1.44084
C -3.27322 -3.44265 -1.92768
C -3.97696 -4.35000 -1.14899
C -3.51145 -4.67542 0.11618
C -2.35013 -4.09210 0.60140
H 3.90530 -4.27695 -3.39154
H 3.89567 -5.20939 -1.10598
H 2.28392 -4.39045 0.56110
H 0.67166 -1.68798 -2.35163
H 2.27535 -2.52120 -4.00984
H 0.30536 -2.88095 1.82042
H -1.58703 -2.14208 -2.05608
H -3.63418 -3.18321 -2.91534
H -4.88501 -4.80203 -1.52748
H -4.05231 -5.39384 0.71978
H -1.99657 -4.36221 1.59041
*
```

Computed properties:
LUMO level (alpha / beta) in eV: -0.962 / -1.929
F_max in eV Å⁻¹: 0.6

Atom charges from the Löwdin analysis, given in e for atoms 1 to 6: atom 1 (Be): 0.2278, atom 2 (C): -0.0666, atom 3 (C): -0.5573, atom 4 (C): -0.0458, atom 5 (C): -0.0456, atom 6 (C): -0.1604

---

Per-record energy, eV: -54784.7246, -6823.3463, -26830.2381, -56175.0198